The following is a DFT calculation (ωB97M-V/def2-TZVPD) of 11 unconnected molecules or ions with the total composition C74H60Cl20N2O4 at a distorted geometry.

XYZ file:
```
160
Properties=species:S:1:pos:R:3
C -4.164 -1.929 3.779
C -2.675 -1.581 3.308
C -1.599 -2.735 3.692
C -0.397 -2.568 2.648
C 0.199 -3.705 2.045
O -0.214 -5.047 2.315
N 0.735 -5.647 3.144
O 0.230 -5.723 4.223
C 1.358 -3.386 0.976
O 2.410 -4.034 0.900
C 1.047 -2.117 0.038
C 1.394 -2.248 -1.511
C 2.596 -1.331 -2.031
C 2.453 0.224 -1.702
C 3.341 0.529 -0.396
C 2.810 1.932 0.211
N 3.081 1.990 1.686
C 0.446 -0.976 0.640
C 0.145 -1.116 2.212
O 0.340 -0.194 3.034
H -4.177 -2.694 4.617
H -4.616 -0.953 4.184
H -4.835 -2.248 2.910
H -2.713 -1.485 2.161
H -2.277 -0.591 3.693
H -2.099 -3.731 3.414
H -1.274 -2.689 4.775
H 0.436 -2.017 -2.100
H 1.687 -3.344 -1.691
H 3.612 -1.751 -1.710
H 2.590 -1.420 -3.180
H 1.366 0.587 -1.602
H 2.907 0.798 -2.570
H 3.243 -0.334 0.334
H 4.445 0.578 -0.755
H 3.299 2.771 -0.374
H 1.671 1.959 0.080
H 3.814 2.697 1.828
H 2.209 2.355 2.103
H 0.185 -0.058 0.037
Cl -0.938 4.464 -4.778
C 0.721 4.509 -4.298
C 1.480 5.613 -4.680
C 2.819 5.702 -4.314
C 3.402 4.688 -3.563
C 2.648 3.583 -3.183
C 1.307 3.490 -3.550
Cl 0.424 2.089 -3.051
H 1.032 6.408 -5.265
H 3.406 6.563 -4.614
H 4.446 4.757 -3.274
H 3.111 2.797 -2.600
Cl -7.892 -1.539 1.295
C -8.437 -3.008 2.025
C -9.340 -3.794 1.314
C -9.804 -4.988 1.853
C -9.364 -5.402 3.105
C -8.465 -4.618 3.819
C -8.000 -3.419 3.282
Cl -6.889 -2.487 4.221
H -9.686 -3.479 0.336
H -10.508 -5.597 1.296
H -9.722 -6.335 3.527
H -8.128 -4.945 4.796
Cl 0.229 8.795 -5.980
C -1.227 8.882 -5.053
C -2.295 8.078 -5.441
C -3.487 8.105 -4.726
C -3.613 8.935 -3.618
C -2.549 9.741 -3.230
C -1.355 9.718 -3.946
Cl -0.073 10.747 -3.415
H -2.203 7.427 -6.303
H -4.316 7.477 -5.032
H -4.540 8.955 -3.056
H -2.655 10.388 -2.366
Cl -5.504 -9.312 3.485
C -3.838 -9.292 3.942
C -3.074 -8.187 3.575
C -1.730 -8.118 3.924
C -1.145 -9.154 4.643
C -1.904 -10.260 5.008
C -3.250 -10.333 4.658
Cl -4.135 -11.738 5.138
H -3.524 -7.375 3.016
H -1.140 -7.257 3.636
H -0.098 -9.101 4.919
H -1.441 -11.066 5.567
Cl 8.846 1.816 -1.234
C 8.159 1.390 0.294
C 8.953 0.680 1.192
C 8.449 0.317 2.436
C 7.150 0.667 2.784
C 6.357 1.374 1.892
C 6.855 1.736 0.646
Cl 5.809 2.606 -0.421
H 9.967 0.405 0.924
H 9.068 -0.238 3.132
H 6.752 0.388 3.754
H 5.346 1.638 2.173
Cl 4.483 -0.181 5.494
C 3.034 -0.444 6.391
C 1.907 -0.878 5.694
C 0.716 -1.110 6.371
C 0.646 -0.911 7.746
C 1.768 -0.476 8.442
C 2.963 -0.239 7.767
Cl 4.318 0.307 8.690
H 1.952 -1.036 4.624
H -0.159 -1.447 5.826
H -0.282 -1.096 8.275
H 1.706 -0.321 9.513
Cl 1.867 5.084 1.459
C 1.785 6.595 0.624
C 1.674 6.568 -0.765
C 1.597 7.756 -1.483
C 1.631 8.975 -0.815
C 1.745 9.005 0.570
C 1.824 7.817 1.293
Cl 1.970 7.924 3.011
H 1.646 5.621 -1.292
H 1.511 7.730 -2.564
H 1.568 9.901 -1.374
H 1.772 9.960 1.083
Cl -0.418 -2.133 -4.810
C 0.728 -2.386 -6.078
C 0.843 -3.670 -6.605
C 1.745 -3.927 -7.632
C 2.534 -2.898 -8.136
C 2.423 -1.617 -7.609
C 1.522 -1.357 -6.579
Cl 1.438 0.255 -5.964
H 0.230 -4.476 -6.218
H 1.832 -4.928 -8.039
H 3.236 -3.095 -8.938
H 3.043 -0.820 -8.005
Cl -9.539 6.072 1.204
C -9.300 4.392 1.533
C -8.987 4.021 2.839
C -8.792 2.683 3.158
C -8.910 1.709 2.172
C -9.219 2.077 0.868
C -9.414 3.418 0.544
Cl -9.789 3.808 -1.097
H -8.895 4.775 3.613
H -8.548 2.398 4.176
H -8.762 0.664 2.419
H -9.308 1.312 0.103
Cl 4.091 -4.078 -3.372
C 5.233 -4.316 -4.645
C 5.348 -5.593 -5.190
C 6.248 -5.834 -6.221
C 7.035 -4.799 -6.713
C 6.924 -3.524 -6.169
C 6.025 -3.280 -5.134
Cl 5.939 -1.675 -4.498
H 4.737 -6.404 -4.812
H 6.335 -6.830 -6.642
H 7.735 -4.984 -7.520
H 7.542 -2.722 -6.556
```

For the highest occupied orbital energy, the calculation gives -0.3322 Eh. As for the SMILES: CCCC1=C(ON=O)C(=O)C(CCCCCN)=CC1=O.Clc1ccccc1Cl.Clc1ccccc1Cl.Clc1ccccc1Cl.Clc1ccccc1Cl.Clc1ccccc1Cl.Clc1ccccc1Cl.Clc1ccccc1Cl.Clc1ccccc1Cl.Clc1ccccc1Cl.Clc1ccccc1Cl. Its electronic energy is -12469.93527 hartree. As for the molecular weight: 1750.364 g/mol.

Atom charges from the Löwdin analysis, given in e for atoms 1 to 99: C -0.214; C -0.227; C -0.118; C -0.028; C -0.105; O -0.076; N 0.039; O 0.062; C -0.206; O 0.086; C -0.084; C -0.142; C -0.217; C -0.259; C -0.201; C -0.320; N -0.025; C 0.073; C -0.246; O 0.050; H 0.063; H 0.069; H 0.037; H 0.120; H 0.105; H 0.123; H 0.102; H 0.088; H 0.102; H 0.099; H 0.088; H 0.011; H 0.081; H 0.104; H 0.074; H 0.041; H 0.105; H 0.030; H 0.041; H 0.117; Cl 0.687; C -0.676; C -0.122; C -0.084; C -0.072; C -0.104; C -0.647; Cl 0.732; H 0.045; H 0.112; H 0.110; H 0.074; Cl 0.716; C -0.667; C -0.108; C -0.081; C -0.079; C -0.104; C -0.649; Cl 0.753; H 0.107; H 0.107; H 0.108; H 0.107; Cl 0.698; C -0.676; C -0.117; C -0.078; C -0.077; C -0.105; C -0.675; Cl 0.704; H 0.105; H 0.109; H 0.108; H 0.108; Cl 0.667; C -0.689; C -0.102; C -0.076; C -0.072; C -0.109; C -0.689; Cl 0.672; H 0.106; H 0.059; H 0.109; H 0.106; Cl 0.671; C -0.683; C -0.110; C -0.077; C -0.072; C -0.089; C -0.641; Cl 0.748; H 0.105; H 0.107; H 0.074